Run A
Molecular formula: C4H9N3O
Method: DFT, ωB97M-V/def2-TZVPD

XYZ file:
```
17
C4H9N3O | the OMol25 dataset | ωB97M-V/def2-TZVPD
C -0.70 1.68 -1.56
C 0.84 0.09 -0.33
C -0.18 -0.87 -0.45
C -0.74 -1.51 0.59
H -1.29 0.90 -1.85
H -0.42 2.54 -2.41
H -1.32 2.11 -0.72
H 1.49 1.75 -1.20
H 2.24 -0.89 0.98
H -0.52 -1.04 -1.43
H -1.24 -2.49 0.25
H -1.36 -1.61 2.65
H 1.02 -0.13 1.88
N 0.63 1.11 -1.19
N 1.93 -0.02 0.44
N -0.53 -1.42 1.98
O 0.16 -0.19 2.37
```

HOMO level: -8.44 eV
SMILES: [H]/N=C(\C=C/NO)NC

***

Run B
Molecular formula: C4H9N3O
Method: DFT, ωB97M-V/def2-TZVPD

XYZ file:
```
17
C4H9N3O | the OMol25 dataset | ωB97M-V/def2-TZVPD
C 1.48 1.08 0.96
C -0.01 -1.45 0.17
C -0.04 -0.19 -0.64
C 0.10 0.91 0.42
N -1.08 -1.69 0.88
N 1.02 -0.12 -1.58
O -1.38 -0.10 -1.26
N -0.87 1.59 0.87
H -1.81 -0.95 -1.44
H -1.97 -1.17 0.79
H -1.11 -2.50 1.48
H 0.94 0.70 -2.16
H 1.06 -0.95 -2.17
H -1.76 1.39 0.43
H 1.96 1.92 0.45
H 2.06 0.19 0.78
H 1.42 1.34 2.02
```

HOMO level: -8.40 eV

***

Ranking the structures above by energy, run B is first and the second is 1.823 eV behind.